(1)
{"formula": "C3H12N3P2", "method": "wB97M-V/def2-TZVPD", "elements": ["H", "H", "H", "H", "C", "N", "N", "H", "H", "H", "H", "C", "N", "C", "P", "H", "P", "H", "H", "H"], "xyz": [[2.6182, -1.0952, 0.1327], [-2.6476, 2.7633, 0.3883], [-0.7374, -2.0945, -0.4783], [-0.5500, 2.1093, -0.3564], [1.5822, -1.2800, -0.1443], [0.9244, -0.0037, -0.3703], [-1.0641, 1.2428, -0.2009], [2.7119, 0.7865, -1.0804], [1.5731, -1.8895, -1.0501], [-2.8929, 0.9586, 1.2449], [1.3287, 1.8548, -1.2898], [-0.3575, 0.1528, -0.2540], [-1.2944, -1.4459, 0.0690], [1.7962, 1.1401, -0.6127], [-2.8354, 1.4492, -0.0690], [-3.5049, -1.4609, 0.7117], [-2.8890, -1.3534, -0.5441], [1.0981, -1.8180, 0.6702], [-2.9651, -2.7246, -0.7915], [2.0480, 1.6391, 0.3263]], "forces_ev_per_angstrom": [[-0.1, 0.0, 0.0], [-0.2, 0.3, 0.0], [0.0, -0.2, 0.0], [-0.2, 0.3, 0.2], [0.1, -0.6, 0.0], [-0.1, 1.1, 0.1], [0.7, 1.0, -0.5], [0.0, 0.1, 0.0], [0.1, 0.0, 0.0], [-0.2, -0.1, 0.2], [0.0, 0.0, 0.0], [0.9, 1.0, -0.2], [-2.4, -1.6, -0.5], [0.4, 0.3, 0.1], [0.8, 0.3, 0.1], [-0.6, 0.5, 0.0], [1.5, -2.0, 1.3], [0.1, 0.0, 0.0], [-0.7, -0.3, -0.6], [0.0, 0.0, -0.1]], "molar_mass_g_mol": 152.10, "relative_energy_kcal_mol": 2.03, "e_lumo_ev": [-3.33, -6.54], "homo_energy_ev": [-9.531, -13.211], "orbital_gap_ev": [6.20, 6.67], "total_charge": 1, "s_squared": 2.01, "multiplicity": 3}



(2)
{"formula": "C2H5ClS2", "method": "wB97M-V/def2-TZVPD", "elements": ["H", "Cl", "C", "S", "H", "C", "H", "S", "H", "H"], "xyz": [[1.5659, -0.1102, -0.6060], [-2.2444, 0.8319, -1.6104], [1.3755, 0.2488, 0.4359], [-0.6578, -1.6173, -0.0070], [-0.7139, 0.5999, -0.1300], [-0.1910, -0.0433, 0.6679], [-0.4722, 0.1740, 1.5804], [-2.1099, -1.0567, -2.1717], [1.5134, 1.2300, 0.6008], [1.9343, -0.2571, 1.2400]], "forces_ev_per_angstrom": [[0.4, 0.5, 1.1], [-0.5, 0.8, -0.5], [-2.3, -4.1, -0.1], [-1.1, -0.4, -1.1], [0.4, -0.2, 1.4], [2.8, -0.3, -7.0], [-2.0, 0.8, 4.5], [1.6, -0.6, 2.3], [0.7, 3.7, 0.0], [0.0, -0.2, -0.7]], "molar_mass_g_mol": 128.65, "relative_energy_kcal_mol": 60.94, "e_lumo_ev": -1.81, "homo_energy_ev": -8.856, "orbital_gap_ev": 7.04}



(3)
{"formula": "C49H49F6IKN8O2S2Si", "method": "wB97M-V/def2-TZVPD", "elements": ["H", "H", "C", "C", "C", "Si", "H", "H", "C", "C", "H", "O", "N", "N", "H", "H", "C", "H", "C", "C", "C", "H", "C", "C", "H", "H", "C", "C", "H", "C", "H", "C", "H", "C", "H", "F", "H", "F", "C", "C", "C", "H", "C", "H", "N", "C", "H", "C", "N", "N", "H", "H", "C", "H", "N", "C", "O", "H", "H", "C", "H", "C", "C", "C", "C", "H", "C", "F", "C", "C", "K", "H", "S", "H", "C", "F", "H", "H", "N", "C", "H", "H", "H", "N", "C", "H", "H", "C", "H", "C", "H", "I", "F", "C", "H", "H", "C", "C", "F", "C", "C", "H", "H", "H", "H", "C", "C", "C", "H", "C", "H", "S", "H", "C", "C", "C", "H", "H", "H"], "xyz": [[-1.4428, -4.8062, 1.9375], [-1.4077, 0.7232, -2.7628], [4.2541, -1.3462, -3.9947], [-1.6694, -4.5002, -3.9235], [-4.2482, 1.5819, -2.5037], [-3.6365, -0.1444, -2.0492], [4.6886, 1.7706, 4.8069], [5.4712, 0.4205, 2.8887], [-4.7355, -6.3937, -6.2739], [1.0391, 3.4550, -3.5574], [-5.3396, 1.6004, -2.5662], [4.1971, 4.6952, 10.4605], [4.2266, 0.6522, -4.6794], [1.9199, 3.3175, 4.5799], [-3.8452, 1.8973, -3.4684], [-3.6081, 0.2733, 0.4057], [2.6829, 4.7091, 8.5533], [3.8235, 1.5698, -4.7953], [-0.9582, 3.2399, 1.2005], [-2.7348, -5.1741, -4.7492], [1.4285, 1.9262, 1.1320], [-0.2662, -3.5064, 1.7107], [4.7696, 0.4549, 2.0631], [2.3244, 3.5268, -2.6940], [-1.2802, -0.1984, -1.2450], [2.9153, 4.4349, -2.8318], [-3.8028, -7.1690, -5.6018], [-1.8370, -1.5641, 2.5625], [5.2156, 2.3997, 6.7890], [-0.1308, 3.3464, 2.2905], [3.9816, -2.2031, -3.3991], [-4.0154, -1.0847, 3.4686], [-1.9172, 3.7386, 1.1654], [5.1951, -1.2614, -5.0385], [-1.2406, -3.6837, -4.5022], [2.4061, 4.5157, -5.2991], [2.9713, 2.6656, -2.8913], [0.4640, 3.7785, -5.8904], [-2.4991, -5.0525, -1.7666], [-0.5413, 2.4696, 0.1069], [0.1790, 4.7044, -3.2192], [-3.3790, -5.5963, -2.1237], [-2.6937, -4.5149, -0.3720], [3.7546, 5.7179, 12.1305], [-2.2144, -3.9619, -2.6799], [3.5854, 1.1934, 2.1595], [-3.9439, 2.3248, -1.7623], [3.3020, 5.5384, 11.1592], [3.8144, 2.1618, 4.5090], [2.9894, 0.5406, -0.0756], [-3.6284, -3.3274, -5.3441], [-5.1557, -0.4255, -0.0851], [-4.4321, -2.3617, 3.1247], [2.3292, 5.0590, 11.2963], [3.6733, -0.1777, -3.7888], [3.0013, 2.9872, 5.2415], [0.3426, 2.3435, -3.3462], [-4.7020, -0.3983, 3.9492], [-3.8778, -4.2373, 2.2537], [-4.0760, -0.4631, -0.2520], [-2.0827, -7.1629, -4.3150], [-2.2452, -2.8473, 2.2030], [-3.5490, -3.2345, 2.5040], [4.7543, 3.4836, 8.5446], [2.7032, 1.1978, 1.0582], [-3.5229, -3.7904, -0.3503], [2.4286, 4.2638, 7.2641], [-1.0307, 4.6748, -3.7859], [1.4762, 3.5598, -5.0447], [-4.4812, -1.3967, -3.1543], [1.1566, 0.4574, -2.1948], [-2.3786, 0.3043, 3.4555], [0.2564, -1.8373, -0.1632], [-3.9900, -2.3700, -3.0908], [-3.6782, -4.4061, -5.4251], [-0.0197, 4.7968, -1.8883], [5.9312, -0.8213, 0.7869], [-2.9567, -5.3381, 0.2981], [0.6111, 1.8348, 0.0753], [3.1909, 1.9595, 3.2984], [5.6573, 3.1881, 9.0612], [-3.8469, -8.2496, -5.6631], [-4.4529, -1.0747, -4.1988], [-1.4471, -3.9312, 0.0731], [3.8503, 4.3182, 9.1982], [4.2923, -0.6671, -1.0780], [3.1668, 6.4913, 10.6409], [-4.6705, -5.0085, -6.1823], [1.5207, 4.5637, 6.7595], [-0.9102, -2.9598, -0.8058], [-3.7130, -1.4428, 0.0717], [6.3817, -2.7696, -5.7614], [0.7519, 5.8810, -3.5927], [4.1084, -0.1498, -0.1428], [-0.8539, -5.2180, -3.7242], [5.6527, 0.5758, -6.2440], [-1.3510, -2.9459, -2.1023], [-2.8105, -6.5584, -4.8453], [2.0596, 2.3949, -5.4332], [2.0273, 2.6804, 3.3657], [-1.2912, -3.8077, 1.5105], [-5.4447, -2.6808, 3.3407], [-5.5104, -6.8641, -6.8665], [2.0263, 3.4557, -1.6486], [-1.1627, 2.3808, -0.7779], [-1.7534, -0.1723, -2.2346], [4.4887, 3.0484, 7.2627], [1.0993, 2.6782, 2.2720], [-0.8328, -1.2552, 2.3032], [5.0325, -0.2316, 0.9038], [-0.4076, 3.9283, 3.1600], [-1.0393, -1.5725, -3.1666], [-5.5330, -1.5105, -2.8745], [5.1361, 0.0460, -5.4627], [3.3206, 3.4310, 6.6002], [-2.7130, -0.6924, 3.1913], [-5.3955, -4.3960, -6.7041], [-1.6578, -5.7673, -1.7311], [1.9651, 5.3542, 9.0376]], "forces_ev_per_angstrom": [[0.0, 0.0, 0.0], [-0.1, 0.1, 0.0], [0.1, 0.0, 0.1], [0.0, -0.1, 0.0], [0.0, -0.1, 0.0], [0.1, 0.0, 0.0], [0.0, 0.0, 0.0], [0.0, 0.0, 0.0], [0.0, 0.0, 0.0], [0.1, -0.2, 0.2], [0.0, 0.0, 0.0], [0.0, 0.0, 0.0], [-0.1, 0.0, 0.0], [0.0, 0.0, 0.0], [0.0, 0.0, 0.0], [0.0, 0.0, 0.0], [0.0, 0.0, 0.0], [0.0, 0.0, 0.0], [0.0, 0.0, 0.0], [0.0, -0.1, 0.0], [0.1, 0.0, 0.0], [0.0, 0.0, 0.0], [0.0, 0.0, -0.1], [0.2, 0.2, 0.1], [0.0, 0.1, 0.0], [-0.1, 0.0, 0.0], [0.0, 0.0, 0.0], [0.0, 0.0, -0.1], [0.0, 0.0, 0.0], [0.0, 0.0, 0.0], [0.0, 0.0, 0.0], [0.0, 0.0, 0.0], [0.0, 0.0, 0.0], [-0.1, 0.2, 0.1], [-0.1, 0.1, 0.0], [0.0, 0.0, 0.0], [-0.1, 0.0, -0.1], [0.0, 0.0, 0.0], [0.0, 0.0, 0.0], [0.0, 0.0, 0.1], [0.0, 0.1, -0.1], [0.0, 0.0, 0.1], [0.0, 0.0, 0.1], [0.0, 0.0, 0.0], [0.1, 0.0, -0.1], [0.0, 0.0, 0.0], [0.0, 0.0, 0.0], [0.0, 0.0, 0.0], [-0.1, 0.1, 0.0], [0.1, 0.0, 0.1], [0.0, 0.0, 0.0], [0.0, 0.0, 0.0], [0.0, 0.0, 0.0], [0.0, 0.0, 0.0], [-0.1, 0.0, 0.0], [0.1, -0.1, 0.0], [-0.3, 0.7, -0.5], [0.0, 0.0, 0.0], [0.0, 0.0, 0.0], [0.0, -0.1, 0.0], [0.0, 0.0, 0.0], [0.0, 0.0, 0.0], [0.0, 0.0, 0.0], [0.0, 0.0, 0.0], [0.0, 0.0, 0.1], [0.0, 0.0, -0.1], [0.0, 0.0, 0.1], [0.0, 0.0, 0.0], [0.0, 0.1, -0.1], [-0.1, 0.0, 0.0], [0.5, -1.0, 0.1], [0.0, 0.0, 0.0], [0.2, -0.1, 0.0], [0.0, 0.0, 0.1], [0.0, 0.0, 0.0], [0.0, 0.0, 0.0], [0.0, 0.0, 0.0], [0.0, 0.0, 0.0], [-0.1, 0.2, 0.0], [0.0, 0.0, 0.0], [0.0, 0.0, 0.0], [0.0, 0.0, 0.0], [0.0, 0.0, 0.0], [-0.1, 0.0, -0.1], [0.1, 0.0, 0.1], [0.0, 0.0, 0.0], [0.0, 0.0, 0.0], [0.0, 0.0, 0.0], [0.0, 0.0, 0.0], [0.0, 0.1, 0.0], [0.0, 0.0, 0.0], [0.1, -0.1, -0.1], [0.0, 0.0, 0.0], [0.0, 0.0, 0.0], [0.0, 0.0, 0.1], [0.0, 0.0, 0.0], [0.0, 0.1, 0.2], [0.0, 0.0, 0.0], [0.0, 0.0, 0.0], [0.0, 0.0, 0.1], [0.0, 0.0, 0.1], [0.0, 0.0, 0.0], [0.0, 0.0, 0.0], [0.0, 0.0, 0.0], [0.0, 0.0, 0.0], [-0.3, -0.1, -0.2], [0.0, 0.0, 0.0], [-0.1, -0.1, 0.0], [0.0, 0.0, 0.0], [0.0, 0.0, 0.0], [0.0, 0.0, 0.0], [-0.1, -0.1, 0.1], [0.0, 0.0, 0.0], [0.0, 0.0, 0.0], [0.0, 0.0, 0.0], [0.0, 0.0, 0.0], [0.0, 0.0, 0.0], [0.0, 0.0, 0.0], [0.0, 0.0, 0.0]], "molar_mass_g_mol": 1154.20, "relative_energy_kcal_mol": 6.07, "e_lumo_ev": 1.69, "homo_energy_ev": -3.371, "orbital_gap_ev": 5.06, "total_charge": -1}



(4)
{"formula": "C23H48F12N5O11S4", "method": "wB97M-V/def2-TZVPD", "elements": ["H", "H", "C", "N", "H", "H", "H", "C", "O", "F", "H", "H", "C", "F", "H", "H", "H", "C", "C", "H", "O", "O", "F", "O", "N", "C", "H", "H", "F", "H", "H", "F", "C", "C", "O", "C", "H", "H", "H", "H", "F", "H", "H", "H", "H", "H", "H", "H", "O", "O", "H", "H", "C", "N", "H", "S", "H", "C", "F", "O", "H", "F", "S", "H", "S", "C", "F", "C", "H", "C", "H", "H", "H", "C", "C", "H", "C", "O", "C", "H", "H", "N", "C", "F", "H", "S", "C", "C", "H", "O", "F", "O", "C", "H", "H", "H", "N", "H", "H", "H", "F", "H", "C"], "xyz": [[-21.4779, 3.4422, -7.8701], [-15.2912, 9.8311, -6.6927], [-22.1290, 3.5642, -8.7324], [-18.4430, 5.2153, -6.2202], [-16.9007, 9.9623, -7.5744], [-26.0565, 4.4893, -5.6375], [-24.1395, 3.7589, -7.0910], [-16.9029, 8.8343, -5.7686], [-12.4415, 8.8475, -6.4177], [-14.4508, 8.0769, -1.2598], [-17.3662, 6.8100, -6.2265], [-18.4814, 9.9645, -5.0514], [-18.3459, 4.9453, -8.8734], [-14.4604, 7.0757, -8.0810], [-16.5359, 10.9250, -6.1502], [-22.0987, 12.4019, -14.4328], [-19.5700, 10.1598, -10.9385], [-21.4440, 11.4842, -12.6266], [-24.1874, 7.1661, -6.8465], [-20.8873, 9.4964, -6.1076], [-16.8369, 3.5723, -7.2018], [-20.4194, 13.3113, -13.6874], [-17.6164, 6.0809, -8.8471], [-13.3864, 5.8826, -3.1570], [-20.9039, 11.8909, -11.2698], [-23.6917, 4.7553, -7.1585], [-21.0306, 15.1992, -13.1987], [-15.6930, 7.2519, -5.9501], [-20.1826, 7.0044, -4.3141], [-16.3102, 8.8912, -4.8534], [-26.2026, 4.5291, -7.8451], [-14.9791, 9.2772, -2.9810], [-23.0618, 4.7614, -8.5536], [-25.8901, 5.5746, -7.8843], [-19.0256, 8.8727, -6.7015], [-18.2181, 13.1909, -8.6719], [-22.4455, 13.3452, -13.0314], [-22.5045, 5.7097, -8.5875], [-25.8370, 8.3837, -7.0411], [-23.8837, 7.3768, -7.8704], [-13.4906, 5.2970, -7.3602], [-25.0103, 7.7699, -4.1241], [-21.5184, 3.7927, -9.6051], [-21.7296, 12.2584, -10.7977], [-21.2006, 10.1704, -10.2362], [-19.7010, 15.2198, -14.3371], [-25.5166, 5.6503, -8.9010], [-20.2216, 12.6482, -11.3905], [-20.7881, 4.4827, -5.5523], [-19.1479, 2.9573, -7.4327], [-24.5632, 9.1994, -6.0562], [-20.6009, 11.8843, -8.5739], [-25.0656, 8.2604, -6.2730], [-24.7827, 5.7679, -6.8838], [-22.7453, 2.7018, -8.9815], [-13.4493, 7.2675, -3.5748], [-19.2418, 10.8297, -8.5158], [-20.3092, 10.7665, -10.4251], [-12.3952, 6.7746, -8.5860], [-12.2932, 8.0714, -3.2790], [-21.2542, 14.7529, -14.9356], [-17.9132, 4.2236, -9.8727], [-18.2039, 4.0205, -7.2152], [-20.6214, 7.7490, -6.0248], [-12.7599, 7.4822, -6.0397], [-20.6025, 14.6773, -14.0603], [-15.9467, 7.3708, -2.6168], [-26.4680, 6.5054, -5.0745], [-26.4199, 8.5836, -4.5882], [-21.6693, 12.7075, -13.4729], [-23.2729, 7.1895, -6.2478], [-27.2481, 6.6710, -5.8175], [-23.7586, 4.9094, -9.3780], [-19.5321, 5.9542, -3.7764], [-13.2643, 6.5603, -7.6295], [-17.2939, 12.6701, -8.4220], [-14.7862, 8.0286, -2.5219], [-19.0019, 3.4117, -4.3124], [-20.4170, 8.6448, -6.6119], [-16.7184, 7.5508, -7.4011], [-22.9553, 4.8559, -6.3636], [-16.5945, 7.4920, -6.3907], [-25.7172, 7.8337, -4.9570], [-19.6318, 5.2079, -9.1001], [-17.9939, 14.1990, -9.0176], [-19.4305, 4.5659, -5.0316], [-19.7797, 11.5007, -9.1942], [-18.3803, 8.9433, -5.4354], [-20.6037, 10.9134, -13.0324], [-18.9855, 12.5507, -9.6764], [-18.3112, 6.3187, -3.3950], [-11.6440, 6.7080, -5.5768], [-16.3746, 9.9530, -6.6175], [-26.7833, 6.1494, -7.6731], [-22.2386, 10.7443, -12.5670], [-18.6998, 8.2246, -4.6859], [-14.0624, 7.4572, -5.1254], [-20.7936, 8.5503, -7.6288], [-24.6856, 5.2276, -4.8741], [-26.8895, 6.2260, -4.1135], [-20.2267, 5.5802, -2.7290], [-18.8082, 13.3495, -7.7620], [-25.4998, 5.4230, -5.5745]], "forces_ev_per_angstrom": [[-0.1, -0.3, 0.0], [-0.1, 0.0, -0.5], [-0.6, 0.8, -0.6], [-1.9, -0.8, 2.6], [0.4, 0.0, -0.2], [0.3, -0.1, -0.7], [-0.3, 0.2, 0.6], [0.0, -0.2, 1.0], [-0.8, -0.9, -0.5], [0.4, 0.0, 0.3], [0.7, -0.2, 0.8], [-0.4, -0.1, 0.3], [0.3, -0.6, 1.6], [0.2, 0.0, 0.0], [-0.1, -0.1, 0.2], [0.0, -0.2, 0.0], [0.1, 0.4, -0.4], [2.0, -0.7, -0.2], [0.9, 0.4, 0.1], [-0.2, 0.1, -0.1], [-0.2, 0.7, 0.3], [0.1, 0.4, 0.4], [-0.4, 0.4, -0.1], [-0.7, 1.1, -0.5], [-0.8, -0.8, -0.9], [-0.4, -1.2, -0.4], [-0.2, 0.2, -0.2], [0.7, -0.7, -0.6], [0.0, -0.2, 0.4], [-0.3, -0.4, 0.1], [0.2, 0.0, 0.4], [-0.3, 0.3, 0.2], [0.6, 2.0, 0.7], [0.3, -0.7, -0.9], [-0.4, -0.5, 0.0], [-0.1, 0.9, 0.5], [0.3, 0.4, 0.2], [0.5, -0.3, -0.2], [-0.2, 0.7, 0.3], [-0.1, 0.0, 0.0], [0.5, -0.4, -0.3], [0.4, -0.1, -0.3], [0.1, -0.3, 0.1], [0.4, 0.3, 0.6], [0.3, -0.4, 0.4], [0.4, -0.7, 0.2], [-0.1, 0.8, 0.0], [0.1, 0.0, 0.0], [0.3, 0.7, 0.3], [-0.9, 0.8, 1.0], [0.4, -0.1, -0.6], [-0.2, 0.1, -0.2], [-1.5, -0.9, 0.0], [-1.7, -0.2, 0.3], [0.3, -0.3, 0.3], [0.7, -1.8, 1.2], [0.2, -0.2, -0.3], [-1.2, 1.2, 0.5], [0.4, -0.5, 0.0], [-1.0, 0.3, -0.4], [-0.2, 0.0, 0.2], [0.3, -0.5, -0.4], [3.0, -1.7, -3.9], [-0.2, 0.1, -0.6], [2.2, 1.6, -1.7], [-0.4, 0.5, 0.0], [-0.2, -0.1, -0.2], [1.3, 0.7, -0.9], [0.0, 0.2, -0.4], [-0.5, -0.6, -0.6], [0.0, -0.9, 0.0], [-0.4, -0.3, 0.3], [-0.3, -0.6, 0.1], [0.5, -0.5, -0.4], [-1.4, 1.4, 1.2], [-0.1, -0.2, -0.2], [-0.1, 0.1, -1.1], [0.9, 0.5, -0.1], [0.2, 0.2, 0.3], [1.3, 0.1, -0.1], [0.2, 0.0, -0.1], [-2.2, 0.9, 0.2], [-0.5, 0.0, 0.8], [-0.4, 0.9, -0.1], [0.2, -0.2, -0.2], [-1.9, 0.2, -0.7], [0.1, -0.6, 0.4], [1.2, 1.1, -0.7], [-0.1, 0.2, -0.4], [0.0, -0.2, -0.2], [-0.2, 0.2, -0.1], [-0.6, -0.5, -0.1], [0.1, 0.1, -0.4], [0.3, 0.5, -0.1], [-0.4, 0.5, 0.4], [0.0, 0.2, -0.5], [0.3, -0.5, 1.7], [-0.1, -0.1, 0.0], [-0.1, 0.3, 0.3], [-0.1, -0.2, -0.1], [-0.1, -0.4, 0.2], [0.0, -0.3, 0.0], [0.5, 0.0, 1.1]], "molar_mass_g_mol": 926.91, "e_lumo_ev": -3.55, "homo_energy_ev": -10.356, "orbital_gap_ev": 6.81, "total_charge": 1}